Record 1
C64H55CaCl2N6O2PS as an isolated structure, computed with ωB97M-V with the def2-TZVPD basis set.

```
132
Properties=species:S:1:pos:R:3:lowdin_charge:R:1
Ca 0.90 -0.68 -0.19 1.0974
C -1.50 -3.29 3.97 -0.0234
N -1.11 -3.22 2.57 -0.0438
C -0.82 -2.09 1.88 -0.4489
N -0.30 -2.38 0.70 -0.0057
C -0.21 -3.75 0.64 -0.1685
C -0.73 -4.29 1.78 -0.1018
C -0.87 -5.70 2.18 -0.1650
C 0.21 -6.57 2.04 -0.0123
C 0.08 -7.91 2.38 -0.0696
C -1.12 -8.39 2.87 -0.0870
C -2.20 -7.53 3.02 -0.0803
C -2.08 -6.19 2.67 -0.0451
C 0.40 -4.44 -0.52 -0.2081
C 1.74 -4.19 -0.81 -0.0551
C 2.33 -4.79 -1.91 -0.0774
C 1.60 -5.64 -2.72 -0.0825
C 0.27 -5.90 -2.42 -0.0737
C -0.33 -5.31 -1.32 -0.0287
P -1.13 -0.47 2.65 1.2000
C 0.27 0.69 2.45 -0.4455
N 0.97 1.06 1.38 0.0168
C 1.94 1.92 1.84 -0.1789
C 1.79 2.11 3.18 -0.1101
N 0.73 1.32 3.56 -0.0462
C 0.33 1.04 4.93 -0.0240
C 2.60 2.92 4.12 -0.1711
C 2.00 3.88 4.94 -0.0434
C 2.76 4.65 5.79 -0.0791
C 4.14 4.49 5.83 -0.0855
C 4.75 3.54 5.01 -0.0687
C 3.98 2.76 4.16 -0.0125
C 3.02 2.48 0.99 -0.1666
C 3.20 3.85 0.87 -0.0335
C 4.27 4.36 0.16 -0.0821
C 5.17 3.49 -0.45 -0.0871
C 5.00 2.12 -0.32 -0.0870
C 3.94 1.61 0.41 -0.0579
C -2.18 0.25 1.36 -0.4477
N -1.82 0.47 0.12 0.1251
C -2.91 1.02 -0.52 -0.1377
C -3.95 1.11 0.38 -0.1167
N -3.47 0.62 1.58 -0.0537
C -4.23 0.53 2.82 -0.0157
C -5.36 1.55 0.24 -0.2100
C -5.82 2.68 0.91 -0.0406
C -7.14 3.09 0.77 -0.0766
C -8.01 2.37 -0.05 -0.0845
C -7.55 1.25 -0.72 -0.0709
C -6.23 0.84 -0.58 -0.0268
C -2.84 1.51 -1.91 -0.1225
C -3.74 2.39 -2.36 -0.0287
C -3.70 3.11 -3.64 -0.0866
C -2.61 3.49 -4.30 -0.0522
C -1.19 3.32 -3.92 -0.1277
C -1.68 1.03 -2.75 -0.2727
H -0.87 -2.62 4.54 0.0729
H -2.55 -3.02 4.10 0.0878
H -1.35 -4.31 4.31 0.0897
H 1.15 -6.19 1.65 0.1222
H 0.93 -8.57 2.26 0.1055
H -1.22 -9.43 3.14 0.1018
H -3.15 -7.90 3.40 0.1027
H -2.93 -5.53 2.76 0.1158
H 2.31 -3.51 -0.18 0.0995
H 3.37 -4.58 -2.15 0.1089
H 2.05 -6.09 -3.59 0.1048
H -0.31 -6.56 -3.06 0.1034
H -1.37 -5.49 -1.09 0.1203
H 1.03 1.52 5.60 0.0889
H -0.67 1.42 5.13 0.0874
H 0.36 -0.03 5.09 0.0708
H 0.92 4.02 4.89 0.1179
H 2.29 5.39 6.43 0.1032
H 4.74 5.09 6.50 0.1024
H 5.82 3.41 5.04 0.1058
H 4.45 2.02 3.53 0.1232
H 2.50 4.53 1.35 0.1186
H 4.41 5.43 0.07 0.1047
H 6.01 3.88 -1.01 0.1030
H 5.71 1.43 -0.78 0.1053
H 3.83 0.54 0.56 0.0777
H -5.28 0.41 2.58 0.0942
H -3.89 -0.33 3.39 0.0645
H -4.10 1.43 3.42 0.0951
H -5.14 3.25 1.53 0.1198
H -7.50 3.97 1.29 0.1036
H -9.03 2.69 -0.16 0.1025
H -8.22 0.69 -1.36 0.1053
H -5.86 -0.03 -1.11 0.1261
H -4.58 2.66 -1.72 0.1003
H -4.66 3.39 -4.05 0.0985
H -2.76 4.01 -5.24 0.1062
H -0.49 3.69 -4.66 0.1494
H -1.12 0.32 -2.13 0.0318
C 3.10 1.96 -3.90 -0.0572
C 1.76 2.42 -3.40 -0.2535
C 1.69 3.70 -2.71 -0.0050
C 0.55 4.19 -2.21 -0.2377
C 0.48 5.37 -1.29 -0.0478
C -0.73 3.50 -2.49 -0.0969
C -0.68 2.12 -3.13 -0.2470
C -2.13 0.24 -3.98 -0.0493
C 0.66 1.65 -3.52 0.0078
H 3.48 2.63 -4.67 0.0845
H 3.04 0.95 -4.32 0.0615
H 3.84 1.95 -3.09 0.0563
H 2.62 4.22 -2.50 0.1099
H -0.26 6.10 -1.64 0.0819
H 1.45 5.87 -1.21 0.0712
H 0.17 5.06 -0.29 0.0797
H -1.53 3.70 -1.79 0.1475
H -2.83 -0.55 -3.69 0.0890
H -1.27 -0.25 -4.45 0.0363
H -2.61 0.88 -4.72 0.0762
H 0.74 0.65 -3.91 0.0847
Cl 3.26 -0.77 -1.81 0.7203
C 2.94 -1.59 -3.33 -0.6382
C 4.05 -1.83 -4.12 -0.1362
C 3.89 -2.47 -5.34 -0.0952
C 2.61 -2.86 -5.73 -0.1260
C 1.52 -2.60 -4.92 -0.6779
Cl -0.03 -3.14 -5.49 0.6575
C 1.62 -1.96 -3.67 -0.7211
S 0.24 -1.68 -2.66 0.5861
H 5.02 -1.51 -3.78 0.1020
H 4.74 -2.67 -5.97 0.1010
H 2.45 -3.36 -6.67 0.0993
O 1.51 -1.67 3.44 -0.0808
C 2.43 -1.79 2.61 -0.5039
O 2.41 -1.47 1.38 -0.2520
H 3.38 -2.23 2.97 0.1194
```

Computed properties:
- HOMO-LUMO gap: 0.252 Eh
- E_HOMO: -6.67 eV

---

Record 2
C64H59IN2O7P2SiSr as an isolated structure at a distorted geometry, computed with ωB97M-V with the def2-TZVPD basis set.

```
137
Properties=species:S:1:pos:R:3:lowdin_charge:R:1
Sr -0.79 -1.36 -0.52 1.5364
O -0.31 -0.76 -2.61 -0.2523
C 0.62 -1.01 -3.43 -0.3858
C 0.95 -0.06 -4.46 -0.0248
C 1.91 -0.29 -5.41 -0.1185
C 2.62 -1.50 -5.43 -0.1436
C 2.33 -2.44 -4.46 -0.0805
C 1.38 -2.24 -3.45 -0.1517
C 1.21 -3.31 -2.49 -0.1323
N 0.52 -3.29 -1.42 -0.0240
C 0.51 -4.48 -0.58 -0.2025
C 1.68 -4.56 0.44 -0.1939
N 2.21 -3.31 0.94 0.0391
C 1.72 -2.71 1.94 -0.1302
C 0.59 -3.04 2.82 -0.1406
C 0.87 -3.30 4.16 -0.0930
C -0.12 -3.63 5.07 -0.1506
C -1.43 -3.69 4.62 -0.1251
C -1.75 -3.41 3.31 -0.0273
C -0.77 -3.02 2.34 -0.3673
O -1.09 -2.70 1.15 -0.2938
H 0.39 0.87 -4.46 0.1055
H 2.11 0.46 -6.17 0.0918
H 3.38 -1.68 -6.17 0.0849
H 2.88 -3.37 -4.46 0.1048
H 1.77 -4.23 -2.76 0.1274
H 0.56 -5.40 -1.18 0.1083
H -0.42 -4.45 -0.02 0.0937
H 2.52 -5.05 -0.06 0.0930
H 1.34 -5.21 1.26 0.1140
H 2.28 -1.82 2.25 0.0967
H 1.91 -3.27 4.48 0.0995
H 0.13 -3.86 6.10 0.0733
H -2.23 -3.97 5.31 0.0885
H -2.78 -3.46 2.97 0.1008
O 0.88 1.04 1.92 -0.2877
P 2.32 1.33 2.02 0.7229
C 3.40 0.55 0.75 -0.2645
P 2.37 0.07 -0.73 0.7781
O 1.32 -0.87 -0.33 -0.4766
C 1.88 1.69 -1.37 -0.2534
C 0.54 1.97 -1.65 -0.0401
C 0.20 3.23 -2.13 -0.0480
C 1.17 4.20 -2.32 -0.0859
C 2.49 3.93 -2.02 -0.0916
C 2.85 2.68 -1.55 -0.1126
C 3.69 -0.61 -1.78 -0.2526
C 4.29 0.06 -2.83 -0.0777
C 5.40 -0.49 -3.46 -0.0913
C 5.90 -1.71 -3.04 -0.0991
C 5.28 -2.40 -2.01 -0.0798
C 4.18 -1.86 -1.37 -0.0743
C 3.03 0.75 3.59 -0.2660
C 2.13 0.21 4.50 -0.0614
C 2.59 -0.37 5.68 -0.0765
C 3.95 -0.39 5.95 -0.0936
C 4.85 0.16 5.05 -0.0955
C 4.40 0.72 3.87 -0.0972
C 2.62 3.13 1.90 -0.2497
C 1.51 3.89 1.54 -0.0733
C 1.62 5.27 1.42 -0.0717
C 2.84 5.89 1.66 -0.0943
C 3.94 5.13 2.04 -0.0975
C 3.83 3.76 2.16 -0.0853
H 3.78 -0.39 1.16 0.0650
H 4.24 1.19 0.49 0.0630
H -0.21 1.22 -1.50 0.0853
H -0.84 3.43 -2.38 0.1119
H 0.89 5.18 -2.70 0.0980
H 3.25 4.70 -2.13 0.0982
H 3.89 2.47 -1.33 0.1001
H 3.88 1.00 -3.17 0.0978
H 5.86 0.04 -4.29 0.0995
H 6.76 -2.14 -3.54 0.0935
H 5.66 -3.37 -1.71 0.0992
H 3.67 -2.38 -0.56 0.0842
H 1.07 0.21 4.25 0.1170
H 1.89 -0.82 6.36 0.1055
H 4.32 -0.85 6.86 0.0962
H 5.92 0.14 5.26 0.0955
H 5.11 1.11 3.15 0.0927
H 0.56 3.40 1.37 0.0932
H 0.76 5.85 1.13 0.1100
H 2.93 6.97 1.56 0.0956
H 4.89 5.62 2.24 0.0945
H 4.69 3.17 2.46 0.0878
C -3.91 -0.46 3.34 -0.1005
C -4.55 -0.27 1.96 -0.5860
C -4.54 -1.61 1.22 -0.0928
C -6.01 0.17 2.14 -0.1085
Si -3.44 0.95 0.96 0.4357
O -2.06 0.39 0.50 -0.4315
C -4.39 1.66 -0.54 -0.1698
C -3.80 1.47 -1.79 -0.0814
C -4.35 1.99 -2.95 -0.0950
C -5.52 2.73 -2.89 -0.1232
C -6.14 2.92 -1.66 -0.1175
C -5.58 2.40 -0.51 -0.1095
C -3.21 2.48 2.12 -0.1802
C -1.90 2.81 2.48 -0.0862
C -1.61 3.93 3.25 -0.1054
C -2.64 4.74 3.71 -0.1269
C -3.95 4.41 3.39 -0.1175
C -4.22 3.30 2.61 -0.1057
H -4.46 -1.22 3.92 0.0757
H -3.92 0.47 3.91 0.0676
H -2.88 -0.79 3.24 0.0728
H -5.08 -2.38 1.80 0.0775
H -3.52 -1.95 1.03 0.0474
H -5.02 -1.52 0.24 0.0785
H -6.57 -0.62 2.66 0.0718
H -6.49 0.34 1.18 0.0660
H -6.09 1.08 2.74 0.0571
H -2.89 0.87 -1.84 0.0886
H -3.86 1.83 -3.90 0.0913
H -5.96 3.15 -3.79 0.0843
H -7.07 3.49 -1.61 0.0849
H -6.09 2.56 0.43 0.0761
H -1.10 2.16 2.14 0.0631
H -0.58 4.17 3.50 0.0854
H -2.43 5.62 4.31 0.0831
H -4.77 5.03 3.76 0.0859
H -5.26 3.07 2.38 0.0723
I -0.28 -3.68 -7.88 0.7342
C -1.24 -3.13 -6.08 -0.7197
C -1.12 -3.96 -4.98 -0.1638
C -1.76 -3.59 -3.80 -0.0276
C -2.52 -2.43 -3.73 -0.1190
C -2.64 -1.63 -4.87 -0.0180
C -1.99 -1.97 -6.05 -0.1591
C -3.25 -2.06 -2.44 -0.6280
O -4.44 -1.75 -2.56 0.0140
O -2.56 -2.16 -1.38 -0.2501
H -0.53 -4.86 -5.03 0.0884
H -1.67 -4.21 -2.92 0.1169
H -3.24 -0.74 -4.82 0.1129
H -2.06 -1.34 -6.92 0.0837
```

Computed properties:
- HOMO-LUMO gap: 0.218 Eh
- ΔE to the lowest compared entry with this formula, charge and spin: 0.497 eV
- Net charge: -2
- E_HOMO: -2.49 eV

---

Record 3
C64H66BrN8O2S4Si2Ti as an isolated structure, computed with ωB97M-V with the def2-TZVPD basis set.

```
148
Properties=species:S:1:pos:R:3:lowdin_charge:R:1
Ti -0.72 0.77 -0.48 0.6464
O -0.74 3.48 -5.22 0.0417
C -0.31 4.53 -4.48 -0.2599
C 0.00 5.68 -5.20 -0.0144
C 0.51 6.80 -4.57 -0.0757
C 0.75 6.77 -3.21 -0.0769
C 0.44 5.63 -2.49 -0.0589
C -0.14 4.50 -3.08 -0.0599
C -0.34 3.21 -2.28 -0.3221
O -0.79 3.27 -0.91 -0.2636
N -1.28 2.35 -2.93 -0.0345
N -1.25 1.04 -2.33 -0.1877
C -1.88 0.16 -3.22 -0.1815
C -1.82 -1.14 -3.32 -0.0325
Br -3.05 -0.44 0.02 0.2201
C -2.07 -2.41 -3.53 -0.0657
C -1.37 -3.27 -4.50 -0.2305
C -0.38 -2.77 -5.35 -0.0550
C 0.25 -3.60 -6.26 -0.0826
C -0.10 -4.94 -6.35 -0.0871
C -1.10 -5.44 -5.53 -0.0801
C -1.73 -4.61 -4.61 -0.0464
H -0.96 2.76 -4.60 0.0654
H -0.17 5.66 -6.27 0.1193
H 0.75 7.68 -5.15 0.1072
H 1.19 7.62 -2.70 0.1056
H 0.70 5.62 -1.45 0.0737
H 0.61 2.67 -2.30 0.0921
H -2.22 2.74 -2.81 0.1018
H -2.49 0.66 -3.97 0.1178
H -2.84 -2.88 -2.92 0.1096
H -0.13 -1.72 -5.30 0.1145
H 1.01 -3.19 -6.92 0.1038
H 0.38 -5.58 -7.07 0.1028
H -1.39 -6.48 -5.61 0.1035
H -2.51 -5.01 -3.97 0.1066
C 2.74 1.64 -1.85 -0.2037
Si 1.73 1.72 -0.23 0.6260
C 2.78 0.69 0.98 -0.2171
C 2.06 3.52 0.42 -0.2567
C 3.41 3.76 0.67 -0.1098
C 3.87 4.97 1.17 -0.0761
C 2.97 5.99 1.44 -0.0808
C 1.63 5.78 1.19 -0.0986
C 1.15 4.57 0.67 -0.2569
Si -0.69 4.41 0.34 0.4558
C -1.59 5.99 -0.08 -0.1358
C -1.55 3.71 1.83 -0.1535
H 3.79 1.47 -1.62 0.0269
H 2.68 2.58 -2.41 0.0307
H 2.40 0.84 -2.51 0.0213
H 3.68 0.32 0.48 0.0244
H 2.22 -0.16 1.35 -0.0311
H 3.10 1.28 1.85 0.0277
H 4.14 2.98 0.48 0.0962
H 4.93 5.12 1.34 0.1046
H 3.31 6.94 1.83 0.1046
H 0.93 6.59 1.39 0.0959
H -1.08 6.88 0.28 0.0371
H -2.57 5.95 0.38 0.0303
H -1.73 6.11 -1.15 0.0336
H -1.25 4.28 2.71 0.0573
H -1.29 2.67 1.99 -0.0279
H -2.63 3.79 1.72 0.0150
N -0.56 0.66 1.55 -0.4189
S -0.56 0.02 2.85 0.7963
N -0.33 -1.60 2.96 -0.3411
S 0.78 -2.54 2.47 0.9017
N 1.54 -2.36 1.14 -0.3538
S 0.87 -2.16 -0.34 0.8230
N 0.04 -1.00 -0.65 -0.3464
C 0.05 -3.70 -0.64 -0.3129
C -1.34 -3.68 -0.62 -0.0833
C -2.01 -4.88 -0.79 -0.0614
C -1.30 -6.05 -1.00 -0.0586
C 0.09 -6.05 -1.02 -0.0580
C 0.78 -4.86 -0.83 -0.0588
C 2.35 -2.24 -1.32 -0.3114
C 3.62 -2.10 -0.79 -0.0685
C 4.69 -2.04 -1.67 -0.0529
C 4.49 -2.12 -3.04 -0.0509
C 3.20 -2.26 -3.55 -0.0435
C 2.12 -2.31 -2.69 -0.0505
C 2.09 -2.64 3.66 -0.3073
C 1.78 -3.18 4.91 -0.0769
C 2.75 -3.17 5.90 -0.0516
C 4.00 -2.62 5.65 -0.0503
C 4.29 -2.08 4.40 -0.0408
C 3.34 -2.09 3.39 -0.0402
C -0.02 -4.12 2.57 -0.3199
C 0.78 -5.25 2.46 -0.0654
C 0.18 -6.49 2.56 -0.0537
C -1.19 -6.59 2.75 -0.0508
C -1.98 -5.45 2.83 -0.0473
C -1.39 -4.19 2.75 -0.0452
C -2.12 0.06 3.71 -0.2957
C -2.33 -0.66 4.88 -0.0720
C -3.55 -0.55 5.52 -0.0647
C -4.55 0.25 4.99 -0.0587
C -4.33 0.95 3.81 -0.0411
C -3.11 0.86 3.16 -0.0996
C 0.60 0.74 4.00 -0.2767
C 1.00 0.08 5.16 -0.0719
C 1.88 0.73 6.02 -0.0556
C 2.33 2.01 5.73 -0.0522
C 1.90 2.65 4.57 -0.0394
C 1.03 2.02 3.70 -0.0551
H -1.86 -2.74 -0.47 0.0162
H -3.09 -4.89 -0.78 0.1200
H -1.83 -6.98 -1.16 0.1137
H 0.64 -6.97 -1.19 0.1146
H 1.86 -4.84 -0.84 0.1234
H 3.76 -2.04 0.27 0.0832
H 5.70 -1.92 -1.28 0.1136
H 5.33 -2.07 -3.71 0.1136
H 3.04 -2.32 -4.62 0.1117
H 1.11 -2.40 -3.07 0.1037
H 0.80 -3.60 5.10 0.1259
H 2.52 -3.59 6.87 0.1172
H 4.75 -2.61 6.43 0.1158
H 5.26 -1.65 4.21 0.1175
H 3.55 -1.66 2.43 0.0840
H 1.85 -5.16 2.31 0.1277
H 0.79 -7.39 2.49 0.1169
H -1.65 -7.56 2.83 0.1151
H -3.05 -5.53 2.97 0.1178
H -1.98 -3.29 2.81 0.1139
H -1.55 -1.30 5.29 0.0973
H -3.72 -1.11 6.44 0.1091
H -5.50 0.32 5.49 0.1111
H -5.12 1.55 3.38 0.1186
H -2.95 1.36 2.22 0.0413
H 0.65 -0.92 5.38 0.0861
H 2.21 0.22 6.92 0.1113
H 3.01 2.51 6.40 0.1120
H 2.26 3.65 4.33 0.1163
H 0.71 2.50 2.79 0.0823
C -5.08 2.66 -4.56 -0.0733
N -4.53 3.15 -3.31 -0.0731
C -4.60 2.50 -2.13 -0.9416
N -5.03 1.22 -2.15 0.1028
S -4.13 3.25 -0.70 0.6348
H -4.75 3.32 -5.36 0.0912
H -6.17 2.62 -4.56 0.0923
H -4.69 1.67 -4.79 0.0716
H -4.44 4.15 -3.20 0.1166
H -5.15 0.73 -3.02 0.0882
H -4.80 0.67 -1.34 -0.0349
```

Computed properties:
- HOMO-LUMO gap: 0.248 Eh
- ΔE to the lowest compared entry with this formula, charge and spin: 3.286 eV
- Net charge: +1
- E_HOMO: -9.24 eV